Record 1
{
  "formula": "C5H8BBrClNO2",
  "method": "ωB97M-V with the def2-TZVPD basis set",
  "s2": 2.039,
  "multiplicity": 3,
  "total_charge": 0,
  "mol_weight_g_mol": 240.3,
  "e_homo_ev": [-6.86, -9.60],
  "energy_ha": -3459.51768,
  "elements": ["B", "C", "C", "C", "C", "C", "N", "O", "O", "Cl", "Br", "H", "H", "H", "H", "H", "H", "H", "H"],
  "xyz": [[-1.23375, -0.62021, 0.83862], [1.61278, 0.46805, 0.21850], [1.61519, 1.60930, -0.54686], [1.08385, -0.78453, -0.29890], [-1.03888, 0.31086, -1.49365], [-0.59155, -0.72574, -0.69442], [1.15555, 1.34566, -1.82022], [-1.99460, 0.41444, 1.17656], [-1.18371, -1.63861, 1.70361], [-1.01300, -2.34976, -1.46301], [0.96226, 2.70660, -3.06072], [1.96540, 0.64409, 1.25911], [2.00576, 2.63718, -0.30349], [1.49666, -0.88377, -1.27017], [1.32311, -1.65087, 0.35843], [-1.30046, 0.04491, -2.61457], [-1.37894, 1.19378, -1.13513], [-2.58783, 0.26010, 1.94256], [-1.83053, -1.55469, 2.42201]]
}



Record 2
{
  "formula": "C64H54AsBrN4O4P2Ti",
  "method": "ωB97M-V with the def2-TZVPD basis set",
  "multiplicity": 1,
  "total_charge": 2,
  "mol_weight_g_mol": 1207.8,
  "e_homo_ev": -12.09,
  "energy_ha": -9332.94426,
  "elements": ["Ti", "C", "C", "N", "N", "C", "O", "C", "C", "C", "C", "C", "C", "C", "C", "C", "C", "C", "N", "H", "H", "H", "H", "H", "H", "H", "H", "H", "H", "H", "H", "C", "C", "As", "C", "C", "C", "C", "C", "C", "C", "C", "C", "C", "C", "C", "P", "C", "C", "C", "C", "C", "C", "C", "C", "C", "C", "C", "C", "H", "H", "H", "H", "H", "H", "H", "H", "H", "H", "H", "H", "H", "H", "H", "H", "H", "H", "H", "H", "H", "H", "H", "H", "Br", "C", "C", "N", "C", "C", "C", "C", "O", "O", "H", "H", "H", "O", "P", "C", "C", "C", "C", "C", "C", "C", "C", "C", "C", "C", "C", "C", "C", "C", "C", "C", "C", "H", "H", "H", "H", "H", "H", "H", "H", "H", "H", "H", "H", "H", "H", "H"],
  "xyz": [[-1.52939, -0.68896, -0.36662], [-2.99410, -3.71393, -3.24330], [-2.22546, -2.65231, -2.55618], [-2.24369, -2.44345, -1.29927], [-2.97489, -3.24601, -0.46189], [-2.69930, -2.89589, 0.75400], [-1.80131, -1.92949, 0.95762], [-3.36186, -3.51294, 1.89510], [-4.32066, -4.51000, 1.70851], [-4.98998, -5.02153, 2.80405], [-4.69075, -4.56132, 4.08309], [-3.72609, -3.58002, 4.27009], [-3.06684, -3.04616, 3.17612], [-1.27692, -1.76170, -3.25250], [-0.98148, -1.86709, -4.58955], [-0.00177, -1.04042, -5.12973], [0.65915, -0.15883, -4.29902], [0.29840, -0.11462, -2.96492], [-0.65695, -0.87870, -2.44793], [-3.60141, -4.25764, -2.52705], [-2.31497, -4.40921, -3.74339], [-3.64189, -3.27203, -4.00558], [-4.52551, -4.87076, 0.70777], [-5.74892, -5.78213, 2.66714], [-5.21899, -4.96499, 4.93724], [-3.49045, -3.23422, 5.26873], [-2.32633, -2.26463, 3.29753], [-1.50047, -2.59435, -5.20046], [0.25193, -1.10733, -6.18026], [1.44366, 0.49054, -4.66868], [0.80084, 0.53779, -2.27475], [2.69478, -0.78478, 0.46246], [3.53668, -1.76093, 1.27872], [5.48120, -1.38067, 1.32659], [5.41805, 0.41791, 2.07386], [6.52355, 1.25381, 1.89521], [6.60521, 2.47386, 2.55610], [5.59551, 2.85977, 3.43233], [4.50363, 2.02533, 3.63280], [4.41406, 0.81310, 2.95598], [5.65860, -1.05243, -0.59500], [5.76154, 0.19464, -1.20129], [5.86912, 0.29720, -2.58634], [5.86927, -0.84595, -3.37532], [5.76781, -2.09717, -2.77686], [5.67233, -2.19752, -1.39405], [0.90341, -1.27832, 0.47228], [0.94414, -2.96895, -0.20879], [1.51051, -3.08790, -1.48251], [1.45182, -4.28938, -2.17131], [0.82125, -5.38866, -1.59789], [0.27484, -5.28515, -0.32642], [0.33031, -4.08090, 0.36333], [0.60556, -1.24395, 2.27208], [0.18942, -0.00275, 2.75151], [-0.03340, 0.19413, 4.10647], [0.14751, -0.85766, 4.99468], [0.57027, -2.09504, 4.52402], [0.80342, -2.28912, 3.17004], [3.04403, -0.76732, -0.57180], [2.75422, 0.23616, 0.84448], [3.44641, -2.76914, 0.87572], [3.21381, -1.79678, 2.31457], [7.33962, 0.93775, 1.25451], [7.47006, 3.11124, 2.40813], [5.67268, 3.79771, 3.97170], [3.72335, 2.30863, 4.33188], [3.56361, 0.16597, 3.15166], [5.77525, 1.08911, -0.59173], [5.97095, 1.27153, -3.05315], [5.97075, -0.76450, -4.45219], [5.79014, -2.99400, -3.38613], [5.62320, -3.17691, -0.92743], [2.01372, -2.24080, -1.93876], [1.90666, -4.37306, -3.15110], [0.76893, -6.32779, -2.13662], [-0.19419, -6.14494, 0.13406], [-0.11518, -4.01715, 1.34849], [0.05009, 0.81916, 2.05895], [-0.34737, 1.16459, 4.47120], [-0.02996, -0.71265, 6.05329], [0.72819, -2.91334, 5.21914], [1.15370, -3.25539, 2.82638], [-6.92011, 1.60017, 4.25349], [-6.46138, 1.37629, 2.44417], [-7.38500, 1.66610, 1.44431], [-7.09612, 1.56222, 0.14552], [-5.88448, 1.14069, -0.19880], [-4.92105, 0.80218, 0.74038], [-5.20909, 0.93485, 2.09338], [-3.59865, 0.33376, 0.33464], [-3.37699, -0.12655, -0.85682], [-2.61630, 0.34911, 1.12276], [-8.38597, 1.99510, 1.69824], [-5.66898, 1.08253, -1.26155], [-4.46715, 0.69015, 2.84327], [-0.93316, 1.15903, -0.62667], [-0.67499, 2.65361, -0.89581], [-1.75174, 3.70027, 0.06942], [-2.24099, 3.27940, 1.30769], [-3.06034, 4.12289, 2.04420], [-3.36978, 5.38827, 1.56243], [-2.85735, 5.81935, 0.34363], [-2.05478, 4.97715, -0.40892], [-0.99711, 2.99482, -2.61974], [-0.30388, 3.99049, -3.31281], [-0.66135, 4.29079, -4.62227], [-1.70632, 3.60518, -5.22961], [-2.39722, 2.61388, -4.53830], [-2.04848, 2.30821, -3.23274], [1.01161, 3.07121, -0.49974], [1.29935, 3.62297, 0.75173], [2.61496, 3.89322, 1.09887], [3.64142, 3.62349, 0.20221], [3.35574, 3.08977, -1.04929], [2.04669, 2.81290, -1.40259], [-1.97976, 2.30422, 1.69081], [-3.45411, 3.79501, 3.00058], [-4.01277, 6.04225, 2.13988], [-3.08733, 6.81360, -0.01993], [-1.67247, 5.31424, -1.36536], [0.50861, 4.52588, -2.83247], [-0.13346, 5.06866, -5.16320], [-1.99550, 3.85423, -6.24495], [-3.21951, 2.09383, -5.01687], [-2.58979, 1.54829, -2.68260], [0.49467, 3.85979, 1.43994], [2.84122, 4.33056, 2.06414], [4.66780, 3.84656, 0.47657], [4.15179, 2.89871, -1.75601], [1.83296, 2.44236, -2.39906]]
}



Record 3
{
  "formula": "C14H26AsCuF9N2O5",
  "method": "ωB97M-V with the def2-TZVPD basis set",
  "s2": 0.755,
  "multiplicity": 2,
  "total_charge": 0,
  "mol_weight_g_mol": 611.8,
  "e_homo_ev": -10.48,
  "energy_ha": -5809.53269,
  "elements": ["Cu", "C", "O", "O", "C", "F", "F", "F", "C", "C", "H", "H", "H", "H", "H", "H", "As", "F", "F", "F", "F", "F", "F", "C", "C", "N", "H", "H", "H", "C", "C", "N", "H", "H", "H", "C", "O", "C", "C", "O", "C", "C", "O", "C", "H", "H", "H", "H", "H", "H", "H", "H", "H", "H", "H", "H", "H", "H"],
  "xyz": [[-1.05346, 0.04787, -0.48459], [4.97979, -2.09556, -2.41976], [6.03778, -1.30111, -1.82159], [3.80318, -1.53741, -1.89426], [5.22872, -2.14136, -3.96948], [4.20895, -2.44880, -4.71007], [5.68924, -1.03215, -4.57316], [6.21427, -3.08633, -4.21227], [6.88643, -1.71276, -0.67671], [7.43907, -0.49866, 0.01441], [8.28838, -0.12672, -0.55868], [6.67754, 0.27760, 0.08925], [7.89304, -0.76699, 0.96836], [7.74073, -2.30992, -0.99553], [6.39239, -2.30603, 0.09275], [5.07854, -3.13138, -2.09505], [-0.47909, 2.47852, 5.99952], [-2.18360, 1.79849, 6.05726], [-1.19092, 3.93054, 5.18054], [1.21643, 2.97911, 5.89761], [0.08467, 0.90158, 6.70984], [-0.38358, 1.73365, 4.32734], [-0.64484, 3.36459, 7.56118], [2.65389, 6.58013, 1.15372], [1.70112, 5.64029, 0.51444], [0.97874, 4.90136, 0.02675], [1.88835, 7.21338, 1.60209], [3.15788, 7.15323, 0.37548], [3.37153, 6.15737, 1.85682], [-8.01947, 2.87919, 2.83027], [-6.77594, 2.47571, 2.12876], [-5.84569, 2.16053, 1.57294], [-8.32509, 3.86788, 2.48793], [-7.84018, 2.76210, 3.89903], [-8.82708, 2.17006, 2.64864], [-0.40315, -3.08571, 1.52619], [-1.32731, -2.73767, 0.52139], [-2.53334, -3.42609, 0.52367], [-3.04307, -3.65312, -0.90877], [-3.03534, -2.38978, -1.58347], [-3.49459, -2.40775, -2.93988], [-2.89768, -1.23508, -3.77494], [-2.85924, -0.10967, -2.91187], [-2.71267, 1.06509, -3.63411], [-0.79779, -3.16345, 2.53927], [0.56780, -2.60192, 1.41999], [-0.21909, -4.00778, 0.97482], [-3.28067, -2.67486, 0.77910], [-2.56777, -4.32106, 1.14491], [-4.05334, -4.06144, -0.93551], [-2.31249, -4.29077, -1.40651], [-4.55721, -2.57851, -3.11249], [-3.03515, -3.23563, -3.47990], [-3.41968, -0.95322, -4.68937], [-1.88427, -1.33029, -4.16484], [-3.03342, 1.92656, -3.04837], [-3.45356, 1.23486, -4.41538], [-1.68871, 1.05931, -4.00768]]
}



Record 4
{
  "formula": "C3H5P",
  "method": "ωB97M-V with the def2-TZVPD basis set",
  "multiplicity": 1,
  "total_charge": 0,
  "mol_weight_g_mol": 72.0,
  "e_homo_ev": [-8.28, -8.02],
  "energy_ha": -458.47905,
  "elements": ["C", "P", "C", "C", "H", "H", "H", "H", "H"],
  "xyz": [[1.14706, -1.70377, -1.64035], [0.01347, -0.56843, -1.03514], [0.18906, 0.30190, 0.30846], [-0.59886, 1.20384, 1.14307], [0.91327, -2.73148, -1.38232], [1.37754, -1.59157, -2.69424], [-1.46668, 0.72006, 1.59849], [-0.93573, 2.07710, 0.58310], [0.04928, 1.56100, 1.94451]]
}



Record 5
{
  "formula": "C4H12",
  "method": "ωB97M-V with the def2-TZVPD basis set",
  "multiplicity": 1,
  "total_charge": 0,
  "mol_weight_g_mol": 60.1,
  "e_homo_ev": -11.25,
  "energy_ha": -159.55544,
  "elements": ["C", "C", "H", "H", "H", "H", "H", "H", "C", "C", "H", "H", "H", "H", "H", "H"],
  "xyz": [[-0.02546, 1.45373, 0.94546], [1.41339, 2.03913, 0.72249], [-0.58603, 2.12160, 1.58317], [-0.44131, 1.56891, -0.08900], [-0.00925, 0.43965, 1.29455], [2.20863, 1.40488, 0.36538], [1.55148, 2.49123, 1.72933], [1.32871, 2.69875, -0.13977], [-1.25873, -2.10492, -0.42709], [-0.11960, -1.42019, -1.21671], [-2.13893, -1.50922, -0.31711], [-1.63498, -3.01836, -0.92352], [-0.91665, -2.40243, 0.55509], [0.63375, -2.12250, -1.52815], [-0.31236, -0.86160, -2.12972], [0.30734, -0.77865, -0.42439]]
}



Record 6
{
  "formula": "C49H40ClF9O7S2Sm",
  "method": "ωB97M-V with the def2-TZVPD basis set",
  "s2": 8.758,
  "multiplicity": 6,
  "total_charge": -1,
  "mol_weight_g_mol": 1161.8,
  "e_homo_ev": [-5.60, -5.61],
  "energy_ha": -5231.47743,
  "elements": ["Sm", "C", "C", "C", "C", "C", "C", "C", "S", "O", "C", "C", "C", "C", "C", "C", "C", "C", "C", "C", "C", "C", "C", "C", "C", "C", "C", "C", "C", "C", "S", "O", "C", "C", "C", "C", "C", "C", "C", "H", "H", "H", "H", "H", "H", "H", "H", "H", "H", "H", "H", "H", "H", "H", "H", "H", "H", "H", "H", "H", "H", "H", "H", "H", "H", "Cl", "C", "C", "C", "C", "O", "C", "C", "O", "C", "H", "H", "H", "H", "C", "O", "H", "H", "H", "F", "C", "F", "F", "C", "O", "C", "F", "F", "F", "C", "F", "F", "F", "C", "C", "C", "O", "H", "H", "H", "H", "H", "H", "H"],
  "xyz": [[-1.08385, -1.75217, -0.75180], [-4.45276, 3.63853, 5.28774], [-3.54148, 3.00509, 4.26952], [-2.41974, 3.68235, 3.79816], [-1.62503, 3.13389, 2.80292], [-1.93813, 1.89006, 2.28569], [-3.04211, 1.19062, 2.75375], [-3.83347, 1.74780, 3.74686], [-1.08718, 1.26505, 0.79213], [-0.56877, 2.50897, 0.17894], [0.28470, 0.57148, 1.77674], [-0.07748, -0.40383, 2.73227], [0.85486, -0.96820, 3.54200], [2.22400, -0.65247, 3.38872], [3.22318, -1.27273, 4.17233], [4.54555, -0.99428, 3.97147], [4.92758, -0.06857, 2.98270], [3.98211, 0.57457, 2.23336], [2.60456, 0.29936, 2.41061], [1.59696, 0.95774, 1.63394], [2.06435, 2.07800, 0.76029], [2.37255, 3.32083, 1.39009], [2.12346, 3.54808, 2.76507], [2.37842, 4.76650, 3.33086], [2.89788, 5.81861, 2.55173], [3.14915, 5.62854, 1.22224], [2.90368, 4.37782, 0.60955], [3.18477, 4.14625, -0.75611], [2.88276, 2.95170, -1.33730], [2.28184, 1.92010, -0.58878], [1.67521, 0.35824, -1.34490], [2.89112, -0.44486, -1.64823], [1.23582, 1.12168, -2.92914], [1.64754, 0.48461, -4.08294], [1.31933, 1.01671, -5.32333], [0.57813, 2.18684, -5.42099], [0.23923, 2.78452, -6.76119], [0.16046, 2.80875, -4.24434], [0.47507, 2.28207, -3.00432], [-3.96965, 4.48280, 5.77883], [-4.75158, 2.91953, 6.05148], [-5.36155, 4.00497, 4.80485], [-2.17271, 4.65715, 4.20371], [-0.77412, 3.66977, 2.39913], [-3.27849, 0.22192, 2.32170], [-4.70259, 1.20880, 4.10771], [-1.11968, -0.66467, 2.82220], [0.56511, -1.68818, 4.29910], [2.92261, -1.98546, 4.93253], [5.30703, -1.48592, 4.56405], [5.97946, 0.12889, 2.81975], [4.27912, 1.28897, 1.47720], [1.71533, 2.74363, 3.36394], [2.17239, 4.93194, 4.38097], [3.09412, 6.77872, 3.01284], [3.53500, 6.43841, 0.61354], [3.63062, 4.94248, -1.34109], [3.10409, 2.78451, -2.38264], [2.23423, -0.42177, -3.99764], [1.64468, 0.51123, -6.22562], [0.26748, 2.02980, -7.54669], [0.95263, 3.57000, -7.02280], [-0.75449, 3.23265, -6.74219], [-0.42258, 3.72152, -4.30631], [0.12251, 2.75223, -2.09536], [4.89284, -6.37199, -0.27340], [3.68155, -5.12406, -0.14005], [3.38193, -4.59680, 1.12537], [2.40760, -3.64840, 1.26103], [1.67581, -3.14988, 0.14355], [0.76512, -2.26402, 0.30541], [2.02532, -3.69285, -1.13455], [1.38685, -3.21489, -2.32621], [0.47406, -2.39512, -2.38923], [3.01919, -4.68094, -1.24752], [3.92155, -4.95686, 1.99191], [2.14779, -3.24927, 2.23045], [1.78357, -3.63509, -3.26782], [3.24075, -5.09287, -2.22501], [-2.33161, -2.80355, 2.05417], [-2.24748, -1.86652, 1.03691], [-2.73239, -2.35747, 2.98364], [-1.35611, -3.24806, 2.31641], [-3.00927, -3.63169, 1.80695], [-3.18453, -5.55738, -0.02159], [-2.31010, -5.09181, -0.92383], [-1.35124, -4.40326, -0.25042], [-1.68019, -6.15844, -1.43987], [-2.94048, -4.14774, -2.03483], [-2.14469, -3.11550, -2.26659], [-3.17501, -5.02719, -3.31042], [-3.75072, -6.21678, -3.02374], [-3.98315, -4.40531, -4.18504], [-2.02156, -5.27581, -3.94097], [-4.35492, -3.64541, -1.56955], [-5.31921, -4.58857, -1.58978], [-4.30129, -3.15273, -0.32702], [-4.76249, -2.64785, -2.36833], [-3.47096, 0.41032, -1.41599], [-2.16803, 0.63467, -2.22391], [-2.24457, -0.08285, -3.57900], [-1.06090, 0.19282, -1.50067], [-4.33105, 0.30041, -2.07632], [-3.64349, 1.24671, -0.73656], [-3.35631, -0.49922, -0.81194], [-2.06886, 1.71208, -2.42330], [-2.49128, -1.13558, -3.42906], [-1.27097, -0.02837, -4.06887], [-2.99435, 0.38093, -4.22394]]
}



no.,maximum force (eV Å⁻¹)
1,5.877
2,1.139
3,3.304
4,0.798
5,2.901
6,2.144